C16H13BrO3 | ωB97M-V with the def2-TZVPD basis set

The geometry in ORCA input format:
```
! RIJCOSX wB97M-V def2-TZVPD def2/J DEFGRID3
* xyz 0 1
O -0.780 3.429 -1.946
C -0.345 2.096 -1.741
C 0.323 1.995 -0.373
Br -0.883 2.580 1.119
C 0.822 0.566 -0.229
O 1.864 0.306 -1.161
C 1.301 0.018 1.094
C 2.319 0.523 1.906
C 2.665 -0.123 3.065
C 2.045 -1.341 3.378
C 1.069 -1.912 2.543
C 0.703 -1.189 1.440
C -0.319 -1.453 0.446
C -1.354 -2.413 0.464
C -2.375 -2.286 -0.504
C -2.384 -1.208 -1.415
C -1.375 -0.223 -1.332
C -0.318 -0.419 -0.462
C -1.550 1.132 -1.992
O -1.719 0.965 -3.436
H -1.228 3.476 -2.806
H 0.393 1.816 -2.523
H 1.176 2.669 -0.346
H 2.129 -0.630 -1.140
H 2.794 1.503 1.733
H 3.364 0.298 3.763
H 2.336 -1.863 4.267
H 0.621 -2.853 2.835
H -1.342 -3.177 1.245
H -3.186 -3.025 -0.532
H -3.239 -1.099 -2.051
H -2.437 1.560 -1.573
H -1.091 0.283 -3.735
*
```

## Properties
**Frontier orbital gap**: 0.326 Ha
**SMILES string**: O[C@H]1[C@@H](Br)[C@@]2(O)c3ccccc3-c3cccc(c32)[C@@H]1O
**Energy above the lowest of the compared OMol25 structures with the same formula, charge and spin**: 0.0 kcal/mol

Results of the natural (NBO) charge analysis, in e, for atoms 1 through 4: O -0.71; C 0.05; C -0.22; Br 0.00